(1)
18
Properties=species:S:1:pos:R:3:lowdin_charge:R:1 method="wB97M-V/def2-TZVPD" e_homo_ev=-9.002 relative_energy_kj_mol=316.82 charge=0 smiles="CC(=O)Nc1ccccn1" gap_ha=0.3588
C 1.19 -0.28 3.20 0.03
C 0.17 -0.13 2.06 -0.37
O -1.07 -0.11 2.36 0.02
N 0.77 -0.01 0.81 0.15
C 0.04 0.16 -0.38 -0.24
C 0.47 -0.62 -1.56 0.03
C -0.34 -0.41 -2.69 -0.12
C -1.37 0.43 -2.67 -0.11
C -1.76 1.10 -1.53 -0.11
N -1.06 0.95 -0.38 0.14
H 1.84 -1.12 3.14 0.09
H 1.86 0.54 3.22 0.09
H 0.77 -0.49 3.95 -0.04
H 1.58 -0.25 0.70 0.02
H 1.35 -1.38 -1.60 0.14
H 0.00 -0.99 -3.42 0.06
H -2.10 0.72 -3.66 0.17
H -2.36 1.88 -1.55 0.06

(2)
26
Properties=species:S:1:pos:R:3:lowdin_charge:R:1 method="wB97M-V/def2-TZVPD" e_homo_ev=-6.294 relative_energy_kj_mol=259.87 charge=-1 gap_ha=0.3457
O 0.03 -1.73 2.41 -0.05
H 0.74 -1.73 2.93 -0.08
H -0.26 -1.10 1.74 -0.02
O -2.65 -0.42 0.21 -0.09
H -1.86 0.19 0.52 0.04
O 1.75 0.10 -3.47 -0.17
H 2.04 1.10 -3.54 0.09
H 1.59 0.12 -2.44 0.05
O -0.45 0.52 1.28 -0.35
H -0.70 0.96 2.08 0.00
H 0.39 0.62 0.13 0.05
O -3.28 -0.90 -2.28 -0.18
H -2.45 -0.39 -2.53 -0.03
H -3.57 -0.36 -1.47 0.03
O 0.96 2.47 2.59 -0.16
H 0.50 1.79 1.90 0.04
H 1.87 2.29 2.32 0.01
O 1.19 1.01 -0.59 -0.17
H 0.89 1.81 -0.92 -0.03
H -2.70 -1.17 0.69 -0.03
O 2.67 -1.65 2.38 -0.01
H 2.11 -0.98 1.94 0.06
H 3.03 -2.11 1.73 -0.04
O -0.92 0.05 -2.63 -0.05
H -0.65 -0.28 -1.74 0.07
H -0.27 -0.20 -3.26 0.01

(3)
26
Properties=species:S:1:pos:R:3:lowdin_charge:R:1 method="wB97M-V/def2-TZVPD" e_homo_ev=-9.134 relative_energy_kj_mol=522.01 charge=0 smiles="O=C1CCCC[C@@]1(c1cccs1)[N+](=O)[O-]" gap_ha=0.3324
O 0.27 0.61 2.23 0.14
C -0.31 0.65 1.18 -0.29
C -1.79 0.95 0.86 -0.11
C -2.33 -0.34 0.26 -0.19
C -1.65 -0.62 -1.05 -0.18
C -0.19 -0.87 -0.77 -0.14
C 0.47 0.37 -0.16 -0.31
C 1.94 0.28 -0.04 -0.43
C 2.72 1.10 0.73 -0.13
C 4.08 0.71 0.89 -0.16
C 4.26 -0.46 0.25 -0.45
S 2.97 -1.02 -0.72 1.05
N 0.34 1.51 -1.13 -0.33
O 0.01 1.18 -2.25 0.08
O 0.55 2.65 -0.76 0.11
H -2.28 1.38 1.74 0.13
H -1.86 1.83 0.21 0.13
H -2.21 -1.08 1.08 0.14
H -3.45 -0.04 0.18 0.15
H -1.94 -1.64 -1.39 0.14
H -1.79 0.17 -1.74 0.10
H -0.11 -1.72 -0.19 0.11
H 0.43 -1.02 -1.66 0.11
H 2.22 1.92 1.25 0.12
H 4.67 1.13 1.83 0.16
H 5.22 -0.76 -0.08 0.05

(4)
49
Properties=species:S:1:pos:R:3:lowdin_charge:R:1 method="wB97M-V/def2-TZVPD" e_homo_ev=-8.864 relative_energy_kj_mol=202.33 charge=0 smiles="CC(C)NS(=O)(=O)c1ccc(OCC(=O)N2CCN(C)CC2)cc1" gap_ha=0.3501
C -5.41 -0.95 -0.09 -0.05
C -3.93 -0.89 0.26 -0.49
C -3.32 -2.29 0.36 -0.06
N -3.18 -0.10 -0.69 -0.10
S -3.23 1.57 -0.55 0.65
O -4.13 1.94 0.50 -0.29
O -3.44 2.11 -1.87 -0.29
C -1.56 1.91 -0.03 -0.28
C -1.24 1.85 1.31 -0.05
C 0.06 2.05 1.71 0.00
C 1.06 2.29 0.76 -0.27
O 2.31 2.42 1.26 -0.06
C 3.40 2.62 0.37 -0.08
C 3.61 1.53 -0.69 -0.46
O 3.82 1.86 -1.85 0.05
N 3.59 0.25 -0.30 -0.04
C 3.35 -0.29 1.02 -0.11
C 2.04 -1.08 1.02 -0.17
N 2.10 -2.14 0.03 -0.23
C 0.92 -2.97 0.06 -0.10
C 2.32 -1.57 -1.29 -0.17
C 3.64 -0.80 -1.30 -0.11
C 0.72 2.36 -0.59 0.01
C -0.59 2.16 -0.98 -0.04
H -5.96 -1.51 0.66 0.08
H -5.81 0.06 -0.13 0.07
H -5.55 -1.42 -1.06 0.08
H -3.81 -0.37 1.22 0.13
H -2.26 -2.22 0.62 0.06
H -3.83 -2.87 1.12 0.08
H -3.41 -2.80 -0.59 0.08
H -3.35 -0.37 -1.65 0.11
H -2.03 1.68 2.03 0.11
H 0.34 2.01 2.75 0.12
H 4.28 2.67 1.01 0.14
H 3.29 3.57 -0.17 0.14
H 4.17 -0.97 1.26 0.13
H 3.31 0.50 1.76 0.12
H 1.19 -0.39 0.83 0.12
H 1.89 -1.53 2.00 0.13
H 0.81 -3.40 1.06 0.09
H 1.04 -3.78 -0.65 0.09
H 0.00 -2.41 -0.19 0.08
H 1.50 -0.89 -1.59 0.13
H 2.38 -2.39 -2.01 0.12
H 4.47 -1.48 -1.06 0.13
H 3.82 -0.34 -2.28 0.12
H 1.47 2.57 -1.34 0.11
H -0.88 2.22 -2.02 0.12

(5)
9
Properties=species:S:1:pos:R:3:lowdin_charge:R:1 method="wB97M-V/def2-TZVPD" e_homo_ev=-10.228 relative_energy_kj_mol=261.13 charge=0 gap_ha=0.3580
C -0.17 1.52 -0.93 -0.62
O 0.73 1.48 1.74 -0.43
P 1.04 2.10 0.45 0.09
S 2.40 3.36 0.09 0.30
Cl -1.34 2.73 -0.22 0.54
Cl 0.60 -1.84 1.22 0.28
H -0.33 0.42 -0.97 0.03
H 0.18 1.77 -1.98 0.07
H 0.24 -0.69 0.63 -0.27

(6)
39
Properties=species:S:1:pos:R:3:mulliken_spin:R:1 method="wB97M-V/def2-TZVPD" spin_multiplicity=3 e_homo_ev="-14.140 / -14.140" relative_energy_kj_mol=14.40 charge=+2 gap_ha="0.1871 / 0.2216"
I 0.03 -0.98 -5.10 0.00
I -0.01 1.67 -5.78 0.00
V -0.03 0.55 0.45 2.07
P -2.48 0.87 0.22 -0.04
C -3.33 0.65 -1.38 0.00
C -3.25 -0.39 1.28 0.02
H -4.32 -0.17 1.34 0.00
H -4.19 2.34 1.08 0.00
H -2.81 -0.37 2.29 0.00
H -2.60 2.60 1.90 0.00
H -3.00 -0.30 -1.81 0.00
H -3.11 -1.39 0.86 0.00
C -3.10 2.42 0.94 0.00
H -4.41 0.65 -1.22 0.00
H -2.86 3.24 0.26 0.00
H -3.03 1.47 -2.04 0.00
P 2.43 0.89 0.24 -0.04
C 3.29 0.63 -1.35 0.00
C 3.07 2.42 0.97 0.00
H 2.65 -0.41 2.29 0.00
H 4.21 -0.21 1.42 0.00
H 3.00 -1.39 0.85 0.00
C 3.14 -0.41 1.31 0.02
H 2.56 2.60 1.93 0.00
H 4.15 2.33 1.13 0.00
H 4.38 0.63 -1.18 0.00
H 3.01 1.44 -2.03 0.00
H 2.85 3.25 0.30 0.00
H 2.97 -0.32 -1.77 0.00
Cl -0.04 1.33 2.61 -0.03
N -0.01 -3.51 0.71 0.00
C 0.27 -3.56 -0.67 0.00
C 0.26 -2.28 -1.13 0.02
N 0.03 -1.44 -0.02 -0.07
C -0.14 -2.21 1.06 0.05
H -0.07 -4.32 1.32 0.00
H 0.47 -4.49 -1.18 0.00
H 0.38 -1.94 -2.16 0.00
H -0.34 -1.88 2.06 0.00

(7)
12
Properties=species:S:1:pos:R:3:lowdin_charge:R:1 method="wB97M-V/def2-TZVPD" e_homo_ev=-8.430 relative_energy_kj_mol=57.37 charge=0 smiles="Oc1n[nH]c(=S)s1.S" gap_ha=0.3210
O -0.26 2.96 -0.50 0.06
C -1.01 1.92 -0.16 -0.70
N -1.26 1.54 1.03 0.06
N -1.83 0.32 1.08 -0.10
C -2.13 -0.27 -0.10 -1.22
S -2.94 -1.64 -0.07 0.62
S -1.50 0.75 -1.43 1.00
H -0.59 3.68 0.01 0.10
H -1.62 -0.14 1.93 0.13
S 1.42 -1.37 -0.47 0.46
H 1.24 -2.06 -1.62 -0.20
H 1.22 -2.39 0.39 -0.21

(8)
19
Properties=species:S:1:pos:R:3:lowdin_charge:R:1 method="wB97M-V/def2-TZVPD" e_homo_ev=-12.012 relative_energy_kj_mol=217.60 charge=+1 gap_ha=0.3160
N 1.43 1.74 -0.72 0.16
C 1.01 0.58 -1.59 -0.26
C -0.41 0.26 -1.60 -0.50
S -1.38 0.08 0.09 0.42
S -1.44 -1.97 0.61 0.41
C 0.45 -2.45 0.90 -0.34
H 1.21 2.64 -1.18 0.18
H 2.34 1.74 -0.29 0.14
H 0.78 1.78 0.05 0.09
H 1.63 -0.37 -1.43 0.14
H 1.39 0.70 -2.69 0.16
H -0.99 1.02 -2.10 0.05
H -0.78 -0.64 -2.35 0.16
H 0.30 -3.28 1.56 0.01
H 0.90 -1.67 1.45 0.00
H 0.99 -2.86 0.02 0.04
H 2.94 3.05 1.55 0.05
H 1.73 2.89 2.36 0.17
O 2.04 2.82 1.33 -0.10

(9)
82
Properties=species:S:1:pos:R:3:lowdin_charge:R:1 method="wB97M-V/def2-TZVPD" e_homo_ev=-9.012 relative_energy_kj_mol=74.66 charge=0 gap_ha=0.0458
C 3.90 3.65 -0.13 0.03
C 3.11 2.97 -1.23 -0.63
O 2.61 3.62 -2.12 0.02
O 2.97 1.61 -1.12 -0.07
C 2.35 0.99 -2.26 -0.26
C 0.82 0.94 -2.13 -0.11
C 0.37 -0.03 -0.99 -0.11
C -0.12 0.85 0.22 -0.10
C -1.60 1.18 0.20 -0.05
C -2.58 0.22 0.48 -0.05
C -2.31 -1.24 0.81 -0.33
F -1.10 -1.48 1.46 -0.09
F -3.27 -1.60 1.70 0.03
C -2.53 -2.14 -0.49 -0.27
F -2.61 -1.29 -1.56 0.08
F -3.74 -2.69 -0.39 0.13
C -3.92 0.54 0.44 0.05
C -4.38 1.81 0.11 0.04
C -3.43 2.76 -0.19 -0.08
C -2.06 2.46 -0.13 -0.03
C -1.14 3.62 -0.47 -0.31
O -0.08 3.86 0.06 0.11
C -1.68 4.57 -1.56 -0.23
P -0.42 5.26 -2.74 0.75
N -0.43 6.83 -2.90 -0.24
C -2.97 4.84 -1.61 -0.31
P -3.86 6.00 -2.79 0.58
O -3.28 7.49 -2.44 -0.34
I -3.23 5.38 -5.10 0.47
C -3.89 4.15 -0.59 -0.33
O -4.88 4.67 -0.14 0.14
H 4.49 4.50 -0.56 0.07
H 4.52 2.92 0.41 0.11
H 3.17 4.04 0.59 0.11
H 2.68 1.41 -3.27 0.04
H 2.68 -0.07 -2.27 0.12
H 0.45 1.96 -1.99 0.10
H 0.43 0.54 -3.08 0.14
H 1.28 -0.52 -0.64 0.12
H -0.38 -0.74 -1.33 0.10
H 0.51 1.75 0.19 0.09
H 0.14 0.36 1.17 0.12
H -1.79 -2.93 -0.65 0.16
H -4.67 -0.23 0.65 0.14
H -5.45 1.98 0.10 0.14
H -0.61 4.54 -3.95 -0.03
H 0.83 4.86 -2.23 0.01
H 0.44 7.25 -2.61 -0.01
H -3.59 8.12 -3.10 0.07
K 0.09 -3.44 1.99 0.98
B 4.90 -1.57 -3.78 -1.27
F 5.40 -2.80 -4.14 0.14
F 5.05 -0.65 -4.85 0.04
F 3.52 -1.68 -3.46 0.07
F 5.60 -1.08 -2.64 0.04
Al 4.58 1.78 -3.07 1.22
B -2.93 -5.56 -2.17 -1.24
F -2.46 -6.77 -2.67 0.10
F -2.74 -4.52 -3.11 0.08
F -4.30 -5.66 -1.85 0.08
F -2.21 -5.23 -0.98 0.05
C -5.43 -7.13 0.91 -0.06
C -4.51 -8.27 0.89 -0.28
N -3.79 -9.17 0.89 0.11
H -5.04 -6.32 0.28 0.07
H -6.40 -7.43 0.53 0.08
H -5.55 -6.76 1.93 0.08
O 2.87 -2.51 3.94 0.09
C 3.39 -2.85 4.96 -0.49
O 2.82 -3.70 5.84 0.03
C 3.65 -3.82 7.02 -0.14
C 5.04 -3.40 6.57 -0.15
C 4.73 -2.37 5.49 -0.07
H 3.24 -3.16 7.79 0.13
H 3.62 -4.84 7.38 0.13
H 5.65 -3.02 7.38 0.12
H 5.55 -4.25 6.12 0.12
H 4.60 -1.37 5.90 0.14
H 5.48 -2.36 4.70 0.13
F -4.96 -2.46 2.34 -0.29
O 4.79 6.23 -0.17 -0.12
H 3.98 6.60 0.22 -0.01

(10)
52
Properties=species:S:1:pos:R:3:lowdin_charge:R:1 method="wB97M-V/def2-TZVPD" e_homo_ev="-5.525 / -5.526" relative_energy_kj_mol=0.00 charge=0 gap_ha="0.1574 / 0.1574"
O 0.34 -1.14 -3.64 -0.13
H 0.25 -0.92 -4.59 0.07
Sn 0.39 0.20 -0.54 1.22
N 1.75 -1.54 -0.88 -0.26
N -0.62 -1.79 0.15 -0.21
N 0.82 2.32 -0.15 -0.09
N -1.07 1.04 1.00 -0.05
O 2.97 -1.40 -1.06 -0.14
O 1.91 3.02 -0.68 -0.02
O -1.88 0.34 1.82 -0.02
O -1.64 -1.98 0.95 -0.21
C -0.09 -2.93 -0.39 -0.28
C 1.16 -2.78 -1.03 -0.29
C 0.00 3.08 0.56 -0.25
C -1.04 2.36 1.24 -0.25
C 1.89 -3.79 -1.81 -0.04
H 1.92 -3.49 -2.87 0.09
H 1.40 -4.76 -1.73 0.06
H 2.93 -3.87 -1.44 0.08
C -0.80 -4.19 -0.14 -0.03
H -1.80 -4.15 -0.59 0.09
H -0.92 -4.36 0.93 0.09
H -0.26 -5.04 -0.58 0.07
C 0.33 4.50 0.74 0.00
C -1.87 2.98 2.30 0.00
H 0.90 4.87 -0.12 0.09
H 0.94 4.65 1.65 0.11
H -0.59 5.09 0.86 0.10
H -2.47 2.22 2.79 0.08
H -2.53 3.74 1.86 0.10
H -1.24 3.49 3.04 0.10
H 2.35 2.35 -1.25 0.10
H -1.81 -0.66 1.47 0.03
C -1.28 -0.02 -2.08 -0.16
H -1.03 -0.74 -2.83 -0.04
H -1.41 0.99 -2.48 -0.01
H -2.18 -0.29 -1.51 0.00
O 1.55 0.69 -2.08 -0.39
H 0.98 -0.48 -3.26 0.02
H 1.16 1.45 -2.57 0.03
C 2.78 1.21 4.54 -0.01
N 2.22 0.40 3.47 -0.12
C 2.06 -0.97 3.50 -0.03
C 1.53 -1.32 2.28 -0.06
N 1.38 -0.16 1.53 0.00
C 1.81 0.85 2.26 -0.12
H 2.25 1.02 5.48 0.10
H 3.84 0.97 4.70 0.10
H 2.69 2.27 4.28 0.09
H 2.31 -1.58 4.34 0.12
H 1.25 -2.30 1.94 0.12
H 1.87 1.89 1.97 0.13

(11)
36
Properties=species:S:1:pos:R:3:lowdin_charge:R:1 method="wB97M-V/def2-TZVPD" e_homo_ev=-9.548 relative_energy_kj_mol=625.78 charge=0 smiles=O.O.O.O.O.O.O.O.O.O.O.O gap_ha=0.3528
O -0.19 -0.98 -0.17 -0.10
H 0.72 -1.10 0.06 0.01
H -0.16 -0.02 -0.52 0.04
O 2.09 1.82 2.59 -0.07
H 2.83 1.68 3.17 0.01
H 1.40 2.27 3.13 0.06
O 4.24 1.14 -1.15 -0.03
H 4.37 1.42 -2.08 0.06
H 4.12 1.98 -0.84 -0.03
O -2.92 -1.72 -2.67 -0.04
H -2.52 -2.50 -2.20 0.06
H -3.57 -2.04 -3.24 -0.02
O -2.06 -3.58 2.87 -0.08
H -2.94 -3.58 2.35 0.09
H -2.21 -4.35 3.39 -0.01
O -1.48 3.13 -2.39 -0.08
H -2.25 2.58 -2.73 0.09
H -1.32 3.75 -3.02 -0.02
O 1.16 -4.15 -0.13 -0.04
H 0.24 -4.28 -0.51 0.08
H 1.69 -3.82 -0.78 -0.03
O -1.22 0.56 2.38 -0.08
H -0.35 0.15 2.21 0.02
H -1.51 0.71 1.48 0.00
O -0.70 1.87 -1.01 -0.10
H -1.38 1.58 -0.37 0.05
H 0.08 2.28 -0.51 0.09
O 0.76 -0.70 -2.21 -0.05
H 1.57 -0.87 -1.70 0.05
H 0.98 -0.64 -3.10 0.02
O 1.23 4.02 -2.16 -0.02
H 1.42 4.07 -1.20 0.06
H 1.75 3.27 -2.31 0.00
O -1.10 -1.38 4.07 -0.12
H -1.21 -0.98 4.97 0.04
H -0.13 -1.74 4.20 0.10

(12)
8
Properties=species:S:1:pos:R:3:lowdin_charge:R:1 method="wB97M-V/def2-TZVPD" e_homo_ev=-11.391 relative_energy_kj_mol=26.34 charge=0 gap_ha=0.3787
C 1.52 -0.15 0.64 -2.02
O -3.71 0.73 -1.11 -0.42
O -1.52 -0.45 -1.37 -0.48
S -2.34 0.49 -0.70 0.81
Cl 2.30 0.25 2.19 0.53
Cl 2.75 -0.66 -0.45 0.56
Cl 0.60 1.23 -0.18 0.47
Cl 0.41 -1.44 0.96 0.56